Entry 1:
Molecular formula: C2H8NOSi
Method: DFT, wB97M-V/def2-TZVPD

Positions of all 13 atoms, in Å:
H (1.107, -1.047, -1.067)
H (1.154, 1.419, -0.862)
C (0.455, 1.653, -0.030)
H (0.394, -2.298, -0.117)
H (-0.291, 2.266, -0.408)
H (1.823, -1.457, 0.588)
Si (-0.365, -0.031, 0.493)
N (-1.774, -0.117, -0.801)
O (-2.056, -0.228, 0.656)
C (0.848, -1.291, -0.091)
H (-2.347, -1.024, -1.157)
H (0.940, 2.119, 0.815)
H (0.112, 0.036, 1.981)

Atomic forces in eV per Å
H 0.77 0.34 -1.90
H -0.18 0.30 0.54
C 0.65 -2.10 -0.04
H 0.03 0.26 -0.07
H -1.44 1.42 -0.76
H -2.00 0.73 -1.42
Si -0.82 0.94 0.44
N -1.69 -2.26 -1.78
O 1.13 0.44 1.50
C 1.44 -2.41 2.74
H 2.23 2.33 0.61
H 0.36 0.15 0.15
H -0.49 -0.13 -0.01

Computed properties:
net charge	-1
LUMO	4.5	eV
ΔE to the lowest compared entry with this formula, charge and spin	93.69	kcal per mole

Entry 2:
Molecular formula: C2H8NS
Method: DFT, wB97M-V/def2-TZVPD

Positions of all 12 atoms, in Å:
S (-0.473, -0.768, -2.249)
H (-1.361, 0.145, 1.170)
H (0.252, 0.362, -2.279)
H (0.996, 1.834, 2.279)
C (-0.585, -0.326, 1.774)
H (-0.041, 1.909, 0.838)
H (1.785, 1.773, 0.764)
H (-0.816, -1.386, 1.886)
H (0.669, -0.156, 0.229)
C (0.859, 1.466, 1.259)
H (-0.648, 0.104, 2.775)
N (0.744, -0.010, 1.240)

Atomic forces in eV per Å
S 0.00 -0.08 -0.13
H -0.35 -0.05 -0.10
H -0.01 0.05 0.01
H -0.22 0.07 0.25
C 0.27 0.36 0.47
H -0.03 0.49 -0.27
H -0.17 0.11 -0.42
H 0.25 -0.21 -0.34
H 0.12 -0.76 0.17
C 0.63 -0.65 0.89
H -0.05 0.10 0.12
N -0.44 0.57 -0.66

Computed properties:
2S+1	2
expectation value of S²	0.75
net charge	-2
LUMO (spin up / spin down)	6.9 / 7.0	eV
ΔE to the lowest compared entry with this formula, charge and spin	14.72	kcal per mole

Entry 3:
Molecular formula: C2H8NS
Method: DFT, wB97M-V/def2-TZVPD

Positions of all 12 atoms, in Å:
H (0.299, -0.164, 1.116)
C (-0.836, 0.855, -0.262)
N (-0.469, -0.336, 0.474)
H (-0.311, 0.964, -1.213)
H (-0.585, -1.371, -1.343)
H (0.874, -1.705, -0.476)
H (-0.650, -2.410, 0.089)
H (-0.576, 1.749, 0.306)
C (-0.196, -1.518, -0.334)
H (1.993, 2.125, 0.943)
H (-1.911, 0.949, -0.391)
S (2.369, 0.862, 1.091)

Atomic forces in eV per Å
H -0.25 0.06 0.06
C 0.23 0.64 0.33
N 0.23 -0.18 0.09
H -0.12 -0.13 -0.26
H -0.20 -0.07 0.07
H 0.03 0.00 0.15
H -0.08 -0.11 0.07
H 0.12 -0.06 0.22
C 0.13 0.22 -0.37
H -0.17 0.41 -0.06
H -0.18 -0.35 -0.33
S 0.26 -0.44 0.02

Computed properties:
2S+1	2
expectation value of S²	0.75
net charge	0
LUMO (spin up / spin down)	0.9 / -2.6	eV
ΔE to the lowest compared entry with this formula, charge and spin	17.95	kcal per mole

Entry 4:
Molecular formula: C2H8NS
Method: DFT, wB97M-V/def2-TZVPD

Positions of all 12 atoms, in Å:
H (-1.041, 1.154, 1.138)
H (0.728, -1.394, -0.880)
H (0.648, 1.621, 0.984)
C (-0.063, 0.827, 0.819)
S (0.373, -0.575, 1.883)
C (-0.164, 0.490, -0.671)
H (-1.111, 0.866, -1.065)
H (0.516, 0.956, -1.374)
H (-0.764, -1.454, -0.272)
H (1.615, -0.248, 2.254)
H (-0.553, -1.257, -1.866)
N (-0.184, -0.986, -0.950)

Atomic forces in eV per Å
H -0.13 0.19 0.22
H 0.85 -0.32 0.31
H 0.08 0.29 -0.01
C 0.29 -0.32 -0.08
S -0.13 -0.27 0.35
C -1.02 0.43 -1.08
H -0.19 -0.19 0.27
H 0.83 -0.15 0.40
H -0.25 -0.39 0.58
H 0.09 0.15 -0.23
H 0.02 0.48 -0.09
N -0.44 0.11 -0.65

Computed properties:
net charge	+1
LUMO	-3.8	eV
ΔE to the lowest compared entry with this formula, charge and spin	3.20	kcal per mole
SMILES	[NH3+]CCS

Entry 5:
Molecular formula: C2H8NS
Method: DFT, wB97M-V/def2-TZVPD

Positions of all 12 atoms, in Å:
C (-1.252, 0.690, 0.273)
H (-0.364, -1.196, 0.568)
H (-2.998, 0.113, -1.270)
H (2.183, -0.935, -0.118)
S (-2.699, -0.190, 0.071)
H (1.679, 0.795, -0.046)
H (1.434, -0.163, 1.329)
C (1.371, -0.153, 0.280)
H (-0.105, -0.836, -1.031)
H (-1.049, 1.474, -0.442)
H (-1.064, 0.795, 1.400)
N (0.075, -0.616, -0.094)

Atomic forces in eV per Å
C 1.44 -1.77 0.99
H -0.12 -1.63 0.45
H 0.48 -0.26 1.35
H -1.63 1.72 0.91
S -1.62 0.15 -1.32
H -0.17 1.34 -0.90
H 0.13 -0.05 1.40
C 3.13 -3.42 -1.03
H -0.16 -0.71 -1.57
H 0.31 0.23 0.36
H 0.06 0.38 -1.92
N -1.85 4.03 1.29

Computed properties:
net charge	+1
LUMO	-3.9	eV
ΔE to the lowest compared entry with this formula, charge and spin	34.46	kcal per mole

Entry 6:
Molecular formula: C2H8NS2
Method: DFT, wB97M-V/def2-TZVPD

Positions of all 13 atoms, in Å:
H (-1.367, -1.276, 1.074)
H (-1.031, 1.087, 1.786)
S (1.791, -0.527, 0.571)
H (-1.494, 1.469, 0.023)
C (1.095, -0.900, -1.088)
H (1.615, -0.349, -1.889)
S (1.430, 1.533, 0.772)
H (1.241, -1.961, -1.306)
C (-1.355, 0.752, 0.813)
H (-2.424, -0.687, -0.088)
N (-1.802, -0.444, 0.679)
H (0.060, -0.603, -1.129)
H (2.242, 1.906, -0.219)

Atomic forces in eV per Å
H -0.35 0.37 1.15
H 0.82 -0.20 -0.09
S -0.21 0.18 -0.30
H -0.58 0.31 0.00
C 0.74 0.60 -0.27
H -0.01 -0.13 0.50
S -0.05 -0.95 -0.19
H -0.16 0.04 0.32
C -0.64 0.15 0.69
H 0.45 0.22 -0.38
N 0.23 -0.66 -1.16
H -0.37 -0.20 -0.08
H 0.12 0.26 -0.17

Computed properties:
net charge	+1
LUMO	-5.7	eV
ΔE to the lowest compared entry with this formula, charge and spin	29.69	kcal per mole

Entry 7:
Molecular formula: C2H8O
Method: DFT, wB97M-V/def2-TZVPD

Positions of all 11 atoms, in Å:
C (3.567, -3.961, -1.299)
H (4.065, -3.105, -1.525)
H (-3.261, 3.648, -0.020)
H (-4.217, 3.935, 1.360)
H (-1.426, 3.133, 1.428)
C (-3.314, 3.310, 0.954)
H (3.488, -4.497, -2.234)
H (-3.607, 2.285, 1.067)
H (2.690, -3.713, -0.779)
O (-2.212, 3.593, 1.833)
H (4.225, -4.627, -0.784)

Atomic forces in eV per Å
C 0.33 -2.35 -0.69
H 1.62 2.63 -0.49
H 0.88 0.41 -2.23
H 1.59 -1.14 -0.43
H -1.12 0.78 0.79
C -2.23 1.35 3.84
H -0.99 0.04 -0.38
H -0.12 -0.66 -0.38
H -1.29 -0.19 0.49
O 1.00 -0.75 -1.59
H 0.33 -0.15 1.07

Computed properties:
net charge	0
LUMO	1.0	eV
ΔE to the lowest compared entry with this formula, charge and spin	23.52	kcal per mole
SMILES	CO.C

Entry 8:
Molecular formula: C2H8O2
Method: DFT, wB97M-V/def2-TZVPD

Positions of all 12 atoms, in Å:
H (-0.166, -0.100, 2.061)
H (-0.041, -2.210, 0.672)
H (1.745, 1.030, -1.036)
O (-0.006, 1.623, -0.077)
H (-1.554, -1.329, 1.126)
H (-0.915, -1.261, -0.475)
O (0.102, -0.192, 1.144)
H (-0.135, 1.001, 0.643)
H (0.446, 0.022, -1.385)
C (-0.616, -1.289, 0.572)
C (0.664, 1.067, -1.168)
H (0.475, 1.639, -2.077)

Atomic forces in eV per Å
H 0.08 -0.36 0.22
H -0.03 -0.02 0.29
H 0.37 0.37 0.19
O -0.48 3.41 -2.42
H -0.08 -0.61 -0.07
H 0.50 1.06 0.01
O 0.44 -3.02 1.43
H 0.28 0.17 -0.72
H -0.56 -0.13 -0.01
C -0.87 -0.82 0.91
C 0.53 -0.13 0.07
H -0.17 0.10 0.09

Computed properties:
net charge	0
LUMO	0.6	eV
ΔE to the lowest compared entry with this formula, charge and spin	42.07	kcal per mole
SMILES	CO.CO

Entry 9:
Molecular formula: C2H8O2
Method: DFT, wB97M-V/def2-TZVPD

Positions of all 12 atoms, in Å:
C (0.979, -2.222, -0.766)
C (-1.070, 1.537, 1.060)
H (-1.373, 2.398, 1.601)
O (0.841, -0.952, -1.415)
H (0.486, -2.277, 0.205)
H (0.783, -0.237, -0.779)
H (0.495, -2.911, -1.444)
O (-0.477, 2.082, -0.156)
H (-0.231, 2.988, 0.044)
H (-0.406, 0.844, 1.560)
H (2.029, -2.450, -0.667)
H (-2.058, 1.199, 0.757)

Atomic forces in eV per Å
C -0.33 0.85 -0.49
C -0.58 1.23 -2.02
H 0.28 0.58 1.53
O -0.13 -0.18 0.12
H -0.02 0.10 0.03
H 0.01 0.11 0.13
H 0.05 -0.46 0.03
O 0.17 -0.55 0.45
H 0.15 -0.08 -0.15
H -0.19 -0.12 0.17
H 0.39 -0.34 0.16
H 0.23 -1.15 0.05

Computed properties:
net charge	0
LUMO	0.8	eV
ΔE to the lowest compared entry with this formula, charge and spin	23.92	kcal per mole
SMILES	CO.CO

Entry 10:
Molecular formula: C2H8O2
Method: DFT, wB97M-V/def2-TZVPD

Positions of all 12 atoms, in Å:
H (0.905, 1.130, -1.999)
H (-1.299, 0.548, 2.752)
H (-0.378, -0.348, 0.602)
H (-0.150, -1.235, -3.148)
C (0.390, 0.178, -1.888)
H (-0.605, 0.337, -1.475)
H (0.102, -0.287, 3.383)
C (-0.290, 0.212, 2.507)
O (-0.307, -0.761, 1.468)
H (1.004, -0.463, -1.248)
H (0.334, 1.068, 2.250)
O (0.294, -0.379, -3.204)

Atomic forces in eV per Å
H -0.12 0.04 0.05
H -0.08 0.15 -0.07
H -0.05 0.15 0.21
H 0.12 0.22 0.03
C 0.34 -0.39 -0.73
H -0.09 0.10 0.23
H 0.21 -0.01 0.17
C -0.20 -0.21 -0.41
O 0.07 -0.13 0.01
H -0.16 0.06 0.14
H 0.05 0.05 0.10
O -0.09 -0.02 0.27

Computed properties:
net charge	0
LUMO	0.8	eV
ΔE to the lowest compared entry with this formula, charge and spin	17.94	kcal per mole
SMILES	CO.CO

Entry 11:
Molecular formula: C2H8O2
Method: DFT, wB97M-V/def2-TZVPD

Positions of all 12 atoms, in Å:
O (1.349, 1.911, -1.725)
O (-2.670, -0.960, 1.059)
H (-2.913, -1.886, 1.132)
H (2.540, 0.162, -1.426)
H (-1.299, 0.041, 2.147)
H (-0.923, -1.648, 1.772)
H (0.854, -0.032, -1.170)
H (1.707, 1.999, -2.612)
H (-0.759, -0.442, 0.490)
C (1.663, 0.690, -1.051)
C (-1.337, -0.723, 1.371)
H (1.787, 0.888, 0.013)

Atomic forces in eV per Å
O -0.01 0.05 0.56
O -1.54 0.16 -0.57
H 0.28 0.12 0.01
H 0.31 0.37 -0.06
H 0.25 0.13 -0.12
H 0.51 0.12 0.15
H -0.28 0.06 0.04
H 0.16 -0.52 0.13
H -0.02 0.20 0.02
C -0.21 -0.13 -0.57
C 0.49 -0.74 0.54
H 0.05 0.17 -0.12

Computed properties:
net charge	0
LUMO	0.9	eV
ΔE to the lowest compared entry with this formula, charge and spin	21.89	kcal per mole
SMILES	CO.CO

Entry 12:
Molecular formula: C2H8O2Si
Method: DFT, wB97M-V/def2-TZVPD

Positions of all 13 atoms, in Å:
H (-1.319, 2.168, 0.517)
H (0.594, -1.416, -2.784)
H (-1.038, 0.334, 2.143)
C (-0.367, 0.281, 1.289)
C (-0.258, 1.746, 0.670)
H (0.636, -0.012, 1.545)
Si (-0.440, -0.569, -2.293)
H (0.160, 2.123, 1.562)
H (-0.233, 0.928, -2.643)
O (0.040, -0.889, -0.770)
H (0.352, 1.778, -0.262)
O (-0.887, -0.602, 0.362)
H (-1.733, -1.254, -2.417)

Atomic forces in eV per Å
H 1.76 -0.57 0.11
H 0.62 -0.36 -1.70
H 0.17 -0.06 0.32
C -0.59 0.94 -1.02
C -2.12 -1.64 -0.47
H 0.54 -0.35 0.23
Si 0.46 -0.01 0.01
H 0.84 1.74 0.43
H -0.54 -1.08 0.13
O 6.56 -1.08 -5.87
H -0.36 0.08 1.02
O -6.84 1.86 7.28
H -0.51 0.53 -0.48

Computed properties:
2S+1	3
expectation value of S²	2.01
net charge	0
LUMO (spin up / spin down)	1.0 / -1.8	eV